39
Properties=species:S:1:pos:R:3:lowdin_charge:R:1 method="wB97M-V/def2-TZVPD" e_above_lowest_kj_mol=92.25 fmax_ha_per_bohr=0.07437 total_charge=-1 e_tot_ha=-967.87643
Ag 0.3889 0.7538 -0.3971 0.730
O -0.0734 2.7972 -1.5226 -0.523
H -0.3180 3.6363 -1.0860 -0.143
O 2.1407 1.0151 -2.0997 -0.480
H 2.7478 0.8942 -1.3438 -0.121
C 0.0582 -2.6631 -4.1338 -0.105
C 0.3364 -1.3468 -3.4589 -0.376
O 1.3793 -1.4362 -2.5436 -0.130
H -0.3203 -3.4092 -3.4352 0.061
H 0.8657 -2.9566 -4.8046 0.072
H -0.8789 -2.5137 -4.6701 0.059
H -0.4504 -0.9759 -2.8020 0.086
H 0.3909 -0.6179 -4.2675 0.113
H 1.6472 -0.5624 -2.2499 -0.055
C -0.2560 3.5708 2.2579 -0.807
O -0.8565 3.7148 3.2820 0.010
N -0.8739 3.7885 1.1261 0.149
N 0.9928 3.1323 2.1030 0.153
H -0.4252 3.4006 0.3087 0.002
H -1.8722 3.8906 1.2412 0.118
H 1.4109 3.2119 1.1871 0.101
H 1.4945 2.6697 2.8476 0.096
C 0.6882 -2.0879 3.0403 -0.077
C 0.5043 -1.3991 1.6527 -0.379
C -0.9875 -1.2970 1.3523 -0.161
O -1.1270 -0.9861 -0.0751 -0.281
C -2.4487 -0.7288 -0.5321 -0.116
N 1.1876 -0.0606 1.7413 0.003
H 1.6819 -2.4476 3.3072 0.073
H 0.0769 -2.9903 3.0316 0.067
H 0.3204 -1.4138 3.8138 0.075
H 1.0704 -2.0564 0.9927 0.145
H -1.4983 -0.5978 2.0144 0.132
H -1.4821 -2.2650 1.4320 0.122
H -3.0463 -0.1383 0.1623 0.077
H -3.0410 -1.6386 -0.6296 0.084
H -2.5250 -0.0416 -1.3748 0.092
H 0.9517 0.4528 2.5785 0.056
H 2.1461 -0.2979 1.9534 0.077

---

61
Properties=species:S:1:pos:R:3:lowdin_charge:R:1 method="wB97M-V/def2-TZVPD" e_above_lowest_kj_mol=49.76 fmax_ha_per_bohr=0.02132 e_tot_ha=-1563.74571
C 7.4286 -0.7198 -0.6050 -0.016
C 6.1132 -0.3965 -1.2675 -0.405
O 6.0527 -0.0135 -2.4140 0.089
C 4.8835 -0.5646 -0.4470 -0.149
C 3.6879 -0.0610 -0.9621 0.018
C 2.5090 -0.1773 -0.2578 0.019
C 2.5041 -0.8185 0.9770 -0.227
N 1.2997 -0.9120 1.7174 0.011
C 1.1975 -0.0072 2.8548 -0.027
C 0.8783 1.3998 2.3335 -0.474
O 1.7324 2.2509 2.1932 0.066
N -0.4194 1.5600 2.0246 0.090
C -0.8861 2.7106 1.2888 -0.106
C -1.5995 2.2732 0.0047 -0.305
C -1.9425 3.4576 -0.9153 -0.113
C -1.4760 2.9845 -2.2922 -0.141
C -0.3242 2.0582 -1.9169 -0.194
O -0.7653 1.3840 -0.7519 -0.164
C 0.1744 -1.5177 1.2569 -0.424
O -0.9174 -1.2869 1.7491 0.068
C 0.3753 -2.5592 0.1746 -0.065
C -0.3658 -2.1871 -1.1176 -0.069
C -1.8680 -2.2544 -0.8816 -0.466
O -2.4665 -3.3027 -0.8169 0.086
N -2.4504 -1.0275 -0.7703 0.173
C -3.7698 -0.8052 -0.4614 -0.284
C -4.8276 -1.7428 -0.3170 0.066
C -5.9075 -0.9661 -0.0192 -0.311
C -7.3257 -1.2980 0.2575 -0.002
O -5.5367 0.3266 0.0093 0.007
N -4.2071 0.4199 -0.2662 0.097
C 3.6899 -1.3175 1.5039 0.007
C 4.8703 -1.1911 0.7981 -0.011
H 7.5307 -0.1658 0.3250 0.089
H 8.2415 -0.4580 -1.2774 0.085
H 7.4803 -1.7845 -0.3861 0.088
H 3.7139 0.4340 -1.9214 0.122
H 1.5896 0.2398 -0.6390 0.105
H 2.1540 0.0118 3.3788 0.132
H 0.4049 -0.3691 3.5124 0.134
H -1.0295 0.7505 2.0677 0.121
H -1.5801 3.2993 1.8982 0.135
H -0.0032 3.3162 1.0636 0.127
H -2.5022 1.7068 0.2657 0.109
H -3.0056 3.6803 -0.8915 0.118
H -1.3873 4.3448 -0.6088 0.116
H -1.1627 3.7981 -2.9411 0.113
H -2.2646 2.4136 -2.7827 0.117
H -0.0982 1.3067 -2.6762 0.123
H 0.5855 2.6343 -1.6978 0.129
H 1.4356 -2.7088 -0.0287 0.115
H -0.0509 -3.4945 0.5480 0.138
H -0.0666 -1.1972 -1.4597 0.099
H -0.1148 -2.9243 -1.8821 0.130
H -1.8615 -0.1975 -0.7861 0.110
H -4.7596 -2.8034 -0.4153 0.106
H -7.4721 -2.3706 0.1790 0.087
H -7.9756 -0.7893 -0.4527 0.088
H -7.5991 -0.9677 1.2584 0.089
H 3.6796 -1.8104 2.4648 0.123
H 5.7768 -1.5936 1.2216 0.109